Density functional theory data (the ωB97M-V functional and the def2-TZVPD basis) for a 7-piece molecular cluster, C53H59F6N2O2 overall.

Results
Total charge ... +1
Highest occupied orbital energy ... -10.161 eV
Calculated total energy ... -79278.79168 eV
Lowest unoccupied orbital energy ... -0.1757 Eh

Geometry as XYZ:
```
122
Properties=species:S:1:pos:R:3:mulliken_charge:R:1
C -0.30190 0.30643 -1.14455 -0.82
C -1.25173 0.11942 -2.46910 -0.01
C -1.71412 -1.43863 -2.76297 -0.20
C -0.57268 -2.56271 -2.41054 0.58
C 0.80365 -2.59324 -3.35646 0.32
C 1.04272 -1.58201 -4.64854 0.38
O 1.78436 -0.44236 -4.57086 -0.48
O 0.37895 -1.99199 -5.91734 -0.43
C 1.94115 -3.72870 -2.97055 -0.98
C 1.64590 -4.71761 -1.68185 0.46
C 2.84176 -5.81559 -1.30841 -0.76
C 3.30566 -5.51324 0.25860 -0.08
C 2.94397 -6.91011 1.10436 -0.59
N 2.87976 -6.60949 2.60452 -0.49
N 0.36461 -4.63288 -0.88217 0.08
C -0.76926 -3.62667 -1.17117 -0.41
C -2.08483 -3.73767 -0.19704 0.51
C -2.46071 -2.36752 0.62147 -1.04
C -3.36654 -4.11196 -1.17275 -0.64
C -4.34785 -5.28363 -0.57691 -0.54
C -4.69930 -5.14856 1.01979 -0.79
H -0.25873 -0.61848 -0.42794 0.01
H 0.79526 0.65429 -1.39358 0.27
H -0.77757 1.19301 -0.50230 0.28
H -0.73331 0.62069 -3.39395 0.06
H -2.26197 0.71245 -2.23992 0.34
H -2.73868 -1.58704 -2.18213 -0.01
H -1.98146 -1.58899 -3.91635 0.02
H -0.26316 -2.75473 -5.75419 0.40
H 2.92208 -3.80307 -3.62585 0.29
H 2.45370 -6.91242 -1.43480 0.38
H 3.78268 -5.67423 -1.99228 0.30
H 2.66595 -4.64957 0.73879 -0.04
H 4.43352 -5.21076 0.34988 0.35
H 1.86336 -7.26948 0.76013 0.21
H 3.78974 -7.68363 0.82893 0.28
H 1.92495 -6.21984 2.86074 0.23
H 2.91286 -7.54278 3.10025 0.26
H 0.26716 -5.31940 -0.07463 0.39
H -1.89661 -4.58651 0.62012 0.32
H -3.26783 -1.68881 0.07925 0.26
H -1.54664 -1.71510 0.95048 0.18
H -2.99014 -2.72153 1.63127 0.35
H -4.05696 -3.15254 -1.33769 0.26
H -2.92938 -4.35456 -2.25569 0.24
H -5.37732 -5.18984 -1.16409 0.33
H -3.84498 -6.32052 -0.85608 0.27
H -5.66711 -5.81059 1.22344 0.33
H -3.81568 -5.51848 1.70521 0.22
H -4.95633 -4.02060 1.30534 0.18
F 1.54579 -0.82164 3.01188 -0.28
C 2.48215 -1.46864 3.71845 0.09
C 2.57543 -2.85288 3.62454 -0.29
C 3.55356 -3.52646 4.35609 -0.29
C 4.42132 -2.80844 5.18266 -0.70
C 4.31643 -1.41971 5.27406 -0.32
C 3.34556 -0.74549 4.53386 -0.65
H 1.88736 -3.39458 2.98379 0.38
H 3.63978 -4.60778 4.28361 0.39
H 5.18117 -3.33465 5.75650 0.39
H 4.99026 -0.86342 5.92121 0.39
H 3.25582 0.33448 4.58613 0.81
F 6.80958 0.66629 7.14352 -0.35
C 7.36682 1.28323 6.09305 0.18
C 8.35453 0.63222 5.36211 -0.27
C 8.93138 1.27218 4.26517 -0.39
C 8.52128 2.56171 3.91772 -0.39
C 7.53273 3.20877 4.66069 -0.49
C 6.94828 2.56420 5.75064 -0.32
H 8.66619 -0.36595 5.65190 0.42
H 9.69885 0.76874 3.68252 0.36
H 8.97464 3.06222 3.06477 0.37
H 7.21809 4.21400 4.39086 0.37
H 6.17226 3.04895 6.33368 0.50
F -3.73857 0.10568 -5.25055 -0.27
C -3.90155 -0.68072 -6.32275 0.35
C -5.14619 -1.24854 -6.57196 -0.59
C -5.31767 -2.06327 -7.69106 -0.39
C -4.23854 -2.31011 -8.54331 -0.47
C -2.99189 -1.73965 -8.28185 -0.58
C -2.82368 -0.91607 -7.16899 -0.16
H -5.97064 -1.05228 -5.89430 0.42
H -6.28875 -2.50566 -7.89901 0.37
H -4.37160 -2.94924 -9.41359 0.37
H -2.15243 -1.93652 -8.94431 0.39
H -1.86388 -0.45733 -6.95574 0.57
F -2.05865 6.68687 -2.21761 -0.25
C -1.57742 5.76046 -3.05714 0.38
C -0.40235 6.01466 -3.75588 -0.60
C 0.10183 5.04828 -4.62622 -0.46
C -0.58137 3.84162 -4.79647 -0.69
C -1.76275 3.59792 -4.09442 -0.01
C -2.26057 4.55986 -3.21585 -0.44
H 0.11013 6.96101 -3.61716 0.42
H 1.02394 5.23417 -5.17129 0.37
H -0.19015 3.08998 -5.47878 0.41
H -2.29494 2.65971 -4.23166 0.43
H -3.17266 4.38332 -2.65545 0.43
F 3.73833 4.71698 7.22623 -0.30
C 2.68303 4.12399 6.65237 0.33
C 1.57886 4.88970 6.29439 -0.43
C 0.48195 4.27351 5.69217 -0.34
C 0.49711 2.89523 5.46440 -0.66
C 1.60803 2.13449 5.83191 -0.39
C 2.70916 2.75271 6.42383 -0.34
H 1.58163 5.95763 6.48670 0.41
H -0.38300 4.86453 5.40146 0.36
H -0.36048 2.41433 4.99873 0.38
H 1.61587 1.06128 5.65738 0.56
H 3.58454 2.17799 6.70760 0.45
F -8.23468 9.45236 0.67286 -0.30
C -7.07069 8.95380 0.23563 0.16
C -6.97492 8.48347 -1.06947 -0.31
C -5.76174 7.96900 -1.52674 -0.50
C -4.65974 7.92054 -0.66939 -0.24
C -4.76730 8.39041 0.64041 -0.52
C -5.97736 8.91503 1.09379 -0.32
H -7.84377 8.52146 -1.71840 0.40
H -5.67436 7.60595 -2.54777 0.37
H -3.71494 7.51508 -1.02509 0.53
H -3.90940 8.34788 1.30712 0.36
H -6.07607 9.29282 2.10604 0.41
```